# 1
The following is a DFT calculation (ωB97M-V with the def2-TZVPD basis set) of C2H4N6 in the gas phase in a non-equilibrium geometry.

largest force on an atom = 0.040 hartree/bohr
energy relative to the best compared isomer or geometry (same formula, charge and spin) = 65.1 kcal/mol
Kohn-Sham gap = 9.0 eV
HOMO energy = -8.94 eV

Geometry as ORCA input:
```
! wB97M-V def2-TZVPD RIJCOSX def2/J DEFGRID3
* xyz 0 1
C -1.0266 -0.7334 2.9786
C 0.2105 0.0405 -0.0511
H -0.1691 -0.5432 3.6094
H -2.0033 -1.1329 3.2579
H 0.1921 -0.2578 -2.9896
H -1.6664 0.0434 -1.1258
N -0.9600 -0.5799 1.7066
N 0.2356 -0.0443 1.2255
N 1.4149 0.5354 -0.6270
N 1.2296 0.7676 -1.8282
N -0.0252 0.3742 -2.2431
N -0.6745 -0.1891 -1.1362
*
```

=====

# 2
The following is a DFT calculation (ωB97M-V with the def2-TZVPD basis set) of a 2-piece molecular cluster, C2H4NO2 overall in a non-equilibrium geometry.

largest force on an atom = 0.087 hartree/bohr
energy relative to the best compared isomer or geometry (same formula, charge and spin) = 109.9 kcal/mol
Kohn-Sham gap = 7.7 eV
HOMO energy = -3.36 eV

Geometry as ORCA input:
```
! wB97M-V def2-TZVPD RIJCOSX def2/J DEFGRID3
* xyz -1 1
C -1.2272 -0.1799 1.1436
C -0.0401 0.2261 0.7476
N 1.0019 0.1629 -2.0046
O 2.1375 0.1052 -2.5826
O 0.7598 -0.7733 -1.1649
H -1.6105 -0.8560 1.9497
H -2.0448 0.2730 0.5059
H 0.0883 0.9445 -0.0041
H 0.9351 0.0975 1.4093
*
```

=====

# 3
The following is a DFT calculation (ωB97M-V with the def2-TZVPD basis set) of a 2-piece molecular cluster, C2H4NO2 overall.

largest force on an atom = 0.015 hartree/bohr
energy relative to the best compared isomer or geometry (same formula, charge and spin) = 38.6 kcal/mol
Kohn-Sham gap = 7.5 eV
HOMO energy = -3.47 eV

Geometry as ORCA input:
```
! wB97M-V def2-TZVPD RIJCOSX def2/J DEFGRID3
* xyz -1 1
O -0.2580 -1.9621 -1.8969
C -0.6412 -1.4221 -0.8312
N -1.0786 -0.1951 -0.5956
C 0.7378 1.2867 1.3926
O 1.2989 2.2351 1.8911
H -0.6201 -2.0577 0.0920
H -0.8603 0.3028 -1.4659
H -0.0437 0.7340 1.9298
H 0.9898 0.9570 0.3759
*
```

=====

# 4
The following is a DFT calculation (ωB97M-V with the def2-TZVPD basis set) of a 2-piece molecular cluster, C2H4NO2 overall in a non-equilibrium geometry.

largest force on an atom = 0.041 hartree/bohr
energy relative to the best compared isomer or geometry (same formula, charge and spin) = 58.9 kcal/mol
Kohn-Sham gap = 5.0 eV
HOMO energy = -1.09 eV

Geometry as ORCA input:
```
! wB97M-V def2-TZVPD RIJCOSX def2/J DEFGRID3
* xyz -1 1
C -2.1649 -0.2914 -0.2272
C 1.1749 0.2383 -0.2149
N 0.4783 -0.5132 0.8694
O -2.4042 -1.1480 0.5145
O -2.1435 0.5020 -1.0592
H 0.5665 0.1003 -1.1132
H 1.2247 1.4073 -0.1734
H 2.2456 0.0115 -0.2802
H 1.0225 -0.3068 1.6842
*
```

=====

E_tot
In order: -11075.394 -7720.845 -7723.937 -7723.056
Unit: eV